1.
Formula: C7H24N4O5Sm
Source: the Open Molecules 2025 dataset
Level of theory: ωB97M-V/def2-TZVPD

```
41
Properties=species:S:1:pos:R:3:forces:R:3:mulliken_spin:R:1
O 1.5404 0.1227 -1.6987 0.447 -1.409 4.448 -0.01
H 1.3002 0.6549 -3.0358 0.166 0.725 -2.364 0.00
Sm 1.0301 -0.3064 0.6953 -0.068 -1.347 -3.080 5.03
N 1.2248 2.0647 1.1921 -0.176 3.437 0.819 0.00
N -0.9792 1.1549 0.7098 -1.933 2.638 0.722 0.00
O 2.5060 2.4281 1.6013 -1.511 -0.413 -0.460 0.00
O -2.2633 0.5414 0.8451 0.394 1.568 -1.071 0.00
C 0.3010 3.0301 1.1137 3.829 -1.554 0.129 0.00
C -0.9807 2.4943 0.7502 -1.116 -3.842 -0.337 0.00
C 0.5354 4.4657 1.4181 0.062 0.272 0.031 0.00
C -2.2055 3.3182 0.5480 -0.139 0.671 0.126 0.00
H 1.5601 4.6176 1.7663 -0.232 -0.065 -0.099 0.00
H -0.1595 4.8167 2.1947 0.146 -0.106 -0.175 0.00
H 0.3696 5.0854 0.5260 0.069 -0.146 0.161 0.00
H -2.7827 3.0019 -0.3361 0.237 -0.055 0.277 0.00
H -1.9112 4.3635 0.3733 -0.176 -0.368 0.081 0.00
H -2.8694 3.3210 1.4317 0.245 -0.052 -0.248 0.00
H 2.9178 1.5024 1.7111 -0.249 0.564 -0.172 0.00
H -2.8960 1.2905 0.7440 0.011 -0.963 0.173 0.00
O -0.7549 -1.2283 2.1671 -0.698 0.207 0.518 0.00
H -0.7713 -1.4266 3.1206 -0.085 0.106 -0.517 0.00
H -1.5916 -0.7383 1.9444 0.701 -0.582 0.357 0.00
C 1.4999 0.9314 -4.1319 -0.496 0.135 0.137 0.00
H 2.5487 1.2211 -4.2519 -0.111 -0.005 -0.048 0.00
H 0.8593 1.7697 -4.4268 0.142 -0.083 -0.203 0.00
H 1.2908 0.0668 -4.7706 0.031 0.163 -0.068 0.00
O 2.8803 -0.1404 1.6274 1.610 -0.067 1.045 -0.01
H 2.5072 0.0437 -1.7886 -0.486 0.182 -0.121 0.00
H 3.7098 -0.4069 2.0566 -0.526 0.131 -0.314 0.00
N 1.6558 -2.8458 0.6230 0.000 -0.368 0.171 0.00
C 1.1452 -3.6949 -0.5050 0.443 0.312 0.460 0.00
C -0.2816 -3.2997 -0.8032 -0.410 0.478 -0.163 0.00
N -0.3815 -1.8235 -0.9262 -0.064 0.057 -0.065 -0.01
H 2.6619 -2.9737 0.7450 -0.266 -0.012 -0.129 0.00
H 1.2362 -3.1831 1.4943 0.137 -0.034 -0.238 0.00
H 1.7852 -3.5110 -1.3734 -0.077 -0.002 0.135 0.00
H 1.2051 -4.7583 -0.2409 -0.034 0.178 -0.209 0.00
H -0.6251 -3.7943 -1.7210 0.064 -0.057 0.239 0.00
H -0.9339 -3.6075 0.0215 0.045 -0.007 -0.118 0.00
H 0.1509 -1.4752 -1.7374 -0.129 -0.060 0.254 0.00
H -1.3506 -1.5294 -1.0483 0.203 -0.224 -0.085 0.00
```
Positions in Å, forces in eV/Å.

## Properties
Multiplicity: 6
LUMO energy (spin up / spin down): -0.1622 / -0.1621 hartree
Highest occupied orbital energy (spin up / spin down): -10.55 / -10.56 eV
HOMO-LUMO gap (spin up / spin down): 6.132 / 6.148 eV
Charge: +1

=====

2.
Formula: C23H31N3O6S
Source: the Open Molecules 2025 dataset
Level of theory: ωB97M-V/def2-TZVPD

```
64
Properties=species:S:1:pos:R:3:forces:R:3:lowdin_charge:R:1
C -3.9815 -5.0520 1.5370 0.121 0.418 -0.121 -0.06
C -3.9243 -3.5549 1.2766 -0.335 -0.208 0.189 -0.26
O -2.6961 -3.2818 0.6313 0.260 0.092 -0.163 -0.06
C -2.4222 -2.0054 0.2284 0.382 0.069 -0.137 -0.20
C -3.2363 -0.9094 0.4577 -0.067 -0.036 0.079 0.06
C -2.8921 0.3709 0.0155 0.326 -0.112 -0.233 -0.15
N -3.7118 1.4786 0.2412 -0.209 0.196 -0.049 -0.10
C -5.0716 1.2710 0.6957 -0.147 0.301 -0.131 -0.15
C -5.8638 2.5587 0.4447 -0.101 -0.374 -0.004 -0.19
O -5.2940 3.6580 1.1099 -0.062 0.072 0.133 -0.13
C -3.9657 3.8593 0.6815 0.368 -0.098 0.054 -0.18
C -3.1096 2.6167 0.9229 -0.073 0.343 0.057 -0.12
C -1.7077 0.5129 -0.7289 -0.032 -0.089 0.051 -0.21
O -1.2974 1.7240 -1.2486 0.095 -0.284 0.366 -0.08
C -2.1052 2.2317 -2.3020 -0.259 0.085 -0.537 -0.24
C -1.9691 1.4123 -3.5806 0.072 0.136 0.416 -0.06
C -0.8887 -0.5831 -0.9489 -0.259 0.057 0.068 0.07
C -1.2048 -1.8376 -0.4534 -0.455 0.305 0.119 -0.17
N -0.4124 -2.9720 -0.6584 -0.459 -0.464 0.050 0.16
C 0.9307 -3.0954 -0.8011 0.092 -0.082 -0.019 -0.43
O 1.4359 -4.1626 -1.0921 0.132 0.036 -0.073 0.09
C 1.7631 -1.8791 -0.5406 0.394 0.027 0.138 -0.15
C 2.7253 -1.5041 -1.4729 -0.155 -0.075 0.102 0.00
C 3.5472 -0.4193 -1.2208 0.040 -0.003 -0.170 -0.04
C 3.4127 0.2666 -0.0292 0.437 0.526 0.148 -0.26
S 4.5568 1.5964 0.3498 0.287 -0.002 0.136 0.66
O 3.9744 2.4423 1.3478 -0.142 -0.309 0.141 -0.28
O 5.0196 2.1784 -0.8738 -0.005 -0.344 -0.137 -0.28
N 5.8628 0.8248 1.0565 -0.737 0.701 -0.431 -0.34
C 6.6398 0.0068 0.1610 0.182 -0.139 -0.382 -0.11
C 5.5925 0.2505 2.3494 -0.190 -0.058 0.406 -0.11
C 2.4785 -0.1099 0.9173 -0.092 0.019 0.169 -0.04
C 1.6459 -1.1843 0.6606 0.118 -0.069 -0.138 -0.01
H -3.9318 -5.5963 0.5979 -0.024 -0.080 -0.071 0.08
H -3.1413 -5.3528 2.1567 0.050 -0.062 0.081 0.08
H -4.9078 -5.3029 2.0453 -0.092 -0.050 0.055 0.08
H -4.7628 -3.2469 0.6369 0.110 0.040 0.078 0.13
H -3.9823 -3.0031 2.2248 0.003 0.012 -0.141 0.13
H -4.1454 -1.0386 1.0196 -0.093 -0.018 0.070 0.10
H -5.5262 0.4598 0.1245 -0.020 -0.007 0.053 0.13
H -5.1135 1.0335 1.7713 -0.023 -0.071 -0.034 0.13
H -6.8815 2.4613 0.8266 0.041 -0.040 -0.069 0.13
H -5.8986 2.7532 -0.6388 -0.016 -0.047 0.080 0.13
H -3.5829 4.7041 1.2556 0.036 -0.036 -0.077 0.13
H -3.9546 4.1119 -0.3895 0.024 -0.009 0.069 0.12
H -2.1014 2.7789 0.5460 -0.054 0.020 0.046 0.12
H -3.0602 2.4240 2.0069 0.037 0.016 -0.033 0.14
H -1.7414 3.2498 -2.4606 -0.097 -0.063 0.017 0.13
H -3.1557 2.2669 -1.9897 0.153 0.070 0.001 0.11
H -2.5548 1.8685 -4.3739 -0.079 0.021 -0.108 0.08
H -0.9274 1.3709 -3.8885 0.104 -0.014 -0.082 0.08
H -2.3247 0.3970 -3.4171 -0.050 -0.083 -0.060 0.07
H 0.0027 -0.4329 -1.5349 0.038 0.059 -0.095 0.13
H -0.9261 -3.8467 -0.6598 0.239 0.052 -0.027 0.16
H 2.8168 -2.0658 -2.3902 0.028 -0.051 -0.074 0.13
H 4.2811 -0.0862 -1.9373 0.059 -0.017 -0.141 0.12
H 6.7167 0.5433 -0.7811 0.192 -0.160 -0.078 0.08
H 7.6378 -0.1344 0.5770 -0.026 0.006 0.005 0.09
H 6.1815 -0.9766 -0.0086 0.036 -0.013 0.013 0.09
H 6.5311 0.1188 2.8884 -0.013 0.003 -0.022 0.09
H 5.0838 -0.7200 2.2760 0.032 -0.011 0.020 0.09
H 4.9639 0.9536 2.8896 0.049 -0.126 0.227 0.08
H 2.4051 0.4576 1.8313 -0.073 0.020 0.141 0.12
H 0.9097 -1.4880 1.3893 -0.095 0.004 0.060 0.13
```
Positions in Å, forces in eV/Å.

## Properties
LUMO energy: 0.0124 hartree
Highest occupied orbital energy: -7.70 eV
HOMO-LUMO gap: 8.037 eV

=====

3.
Formula: C26H39CaN6O4PS3Te
Source: the Open Molecules 2025 dataset
Level of theory: ωB97M-V/def2-TZVPD

```
81
Properties=species:S:1:pos:R:3:forces:R:3:lowdin_charge:R:1
Ca 0.2029 0.3912 0.1642 1.831 -0.090 -0.027 1.16
C -2.4411 -2.6215 -4.8562 0.224 -0.152 0.097 -0.14
C -1.0418 -2.8162 -4.2715 -0.404 -0.051 -0.089 -0.33
N -0.2960 -1.5779 -4.2828 0.502 0.016 -0.079 -0.06
C -0.3439 -0.7307 -3.1740 -0.044 0.441 -0.246 -0.84
S -1.7519 -0.7618 -2.2361 -0.194 0.178 0.821 0.67
N 0.6719 0.0758 -3.0950 0.781 -0.377 -1.254 -0.03
N 0.8954 0.8242 -1.9992 0.028 0.659 -0.039 -0.09
C 1.4433 1.9761 -2.1299 -0.081 -0.247 -0.989 -0.31
C 1.6197 2.6406 -3.4715 -0.041 -0.350 0.157 -0.02
C 1.8093 2.7318 -0.8880 -0.454 0.636 0.071 -0.44
C 2.8420 3.8025 -1.0600 0.241 0.383 -0.005 -0.06
C 3.4382 4.3007 0.0328 -0.002 0.095 -0.517 -0.10
C 3.2532 3.6502 1.3011 -0.284 -0.437 0.294 -0.09
C 2.7115 2.4163 1.3018 0.751 0.669 1.022 -0.19
N 2.2462 1.8041 0.1491 0.522 -1.001 -0.486 -0.32
H -2.9659 -3.5735 -4.9057 -0.163 -0.175 -0.039 0.05
H -2.3795 -2.1884 -5.8512 0.012 0.029 -0.185 0.06
H -2.9820 -1.9401 -4.2053 -0.096 0.000 -0.066 0.00
H -0.4905 -3.5625 -4.8539 0.025 0.083 0.031 0.10
H -1.1523 -3.1831 -3.2429 0.096 -0.053 -0.129 0.07
H 0.6460 -1.6328 -4.6450 -0.036 -0.026 0.070 0.11
H 1.1038 2.0340 -4.2131 0.049 0.067 -0.030 0.06
H 2.6749 2.7095 -3.7391 0.121 0.022 -0.056 0.07
H 1.1927 3.6431 -3.4537 -0.013 0.060 0.046 0.07
H 3.0471 4.2091 -2.0385 0.009 0.078 -0.060 0.10
H 4.1271 5.1376 -0.0280 -0.013 -0.049 -0.101 0.09
H 3.6286 4.1071 2.2067 -0.049 -0.112 0.082 0.09
H 2.7267 1.7900 2.1873 -0.097 0.036 -0.001 0.12
C -2.8440 0.7362 3.7371 0.181 0.035 -0.139 -0.03
C -2.1836 1.2713 2.4682 -0.465 0.226 1.015 -0.56
O -0.9863 1.4663 2.4420 0.407 -0.038 -0.228 -0.01
N -3.0641 1.5279 1.4742 -0.511 -0.109 -0.350 0.08
C -2.7541 1.6242 0.0441 0.283 -0.117 -0.008 -0.14
C -1.7869 2.7154 -0.3335 -0.135 0.601 -0.026 -0.34
C -2.2499 3.8862 -0.9072 -0.659 -0.031 0.141 -0.11
C -1.2859 4.7670 -1.4608 0.381 0.146 -0.009 -0.15
C 0.0258 4.5551 -1.2574 0.141 0.105 -0.180 -0.09
C 0.4746 3.4402 -0.3542 0.239 0.549 0.325 -0.26
N -0.5178 2.4318 -0.1329 -0.531 1.022 -0.469 -0.08
H -2.8468 -0.3485 3.6383 -0.053 -0.089 0.125 0.03
H -3.8646 1.0862 3.8841 -0.109 0.076 -0.098 0.07
H -2.2346 0.9947 4.6002 0.032 -0.023 -0.077 0.07
H -3.9843 1.1415 1.6303 0.191 0.075 0.146 0.12
H -3.7048 1.7753 -0.4751 0.155 -0.047 0.061 0.12
H -2.3216 0.6757 -0.2875 -0.369 0.106 -0.072 0.00
H -3.3042 4.0638 -1.0570 -0.116 -0.118 -0.029 0.06
H -1.6125 5.6028 -2.0753 0.030 -0.001 -0.001 0.08
H 0.7895 5.2023 -1.6716 -0.081 0.105 -0.089 0.08
H 0.7863 3.8682 0.6267 -0.035 -0.083 -0.283 0.14
C 3.8467 -2.0451 2.4158 0.047 -0.027 -0.098 -0.16
C 3.4380 -1.2540 1.2030 0.058 0.140 -0.306 -0.82
S 2.0872 -1.8261 0.3410 -0.300 -0.279 -0.192 0.58
C 4.1429 -0.1373 0.8586 0.139 0.322 -0.102 -0.70
C 5.3291 0.3584 1.6453 0.020 -0.110 0.117 -0.16
S 3.6928 0.8038 -0.5254 -0.345 0.082 0.142 0.97
H 3.2927 -2.9792 2.4260 0.018 -0.021 0.118 0.05
H 3.5885 -1.4829 3.3157 0.021 -0.023 0.094 0.06
H 4.9199 -2.2445 2.4210 0.120 0.023 0.064 0.06
H 6.1616 -0.3531 1.6081 0.084 0.013 0.066 0.06
H 5.0777 0.5110 2.6983 0.073 0.048 0.138 0.06
H 5.6654 1.3068 1.2293 0.057 -0.016 0.093 0.05
C -0.7592 -5.0744 -0.4196 0.041 0.324 0.201 -0.07
C -0.7846 -3.5836 -0.1238 -0.314 -0.110 -0.661 -0.36
O -0.4507 -3.3904 1.2345 -0.192 0.790 1.125 -0.36
P -0.9709 -2.0005 1.9337 -1.413 -2.252 -0.488 0.09
O -1.1259 -0.9186 0.9279 -1.503 -1.508 1.013 -0.59
Te 0.1119 -1.7489 3.9547 0.362 0.053 0.620 0.42
O -2.5909 -2.4171 2.1662 0.971 0.811 -0.244 -0.30
C -2.8491 -3.5415 2.9460 -0.149 -0.748 0.657 -0.39
C -4.2028 -3.4020 3.6303 0.318 0.093 -0.190 -0.08
H -1.0303 -5.2514 -1.4586 -0.019 -0.035 -0.110 0.06
H -1.4602 -5.5982 0.2304 -0.054 -0.069 0.003 0.06
H 0.2405 -5.4614 -0.2373 0.104 -0.102 -0.002 0.07
H -1.7767 -3.1591 -0.3270 0.200 -0.059 -0.119 0.09
H -0.0531 -3.0564 -0.7473 -0.172 -0.020 0.017 0.06
H -2.0518 -3.6530 3.7014 -0.267 -0.111 -0.107 0.04
H -2.8494 -4.4467 2.3217 0.074 0.077 -0.009 0.11
H -4.1914 -2.5593 4.3162 0.008 0.116 0.125 0.06
H -4.4321 -4.3084 4.1877 -0.068 -0.094 0.065 0.06
H -4.9816 -3.2259 2.8911 -0.113 -0.028 -0.078 0.07
```
Positions in Å, forces in eV/Å.

## Properties
LUMO energy: 0.1497 hartree
Highest occupied orbital energy: -0.72 eV
HOMO-LUMO gap: 4.795 eV
Charge: -2